No. 1
{
  "formula": "CH2OS2",
  "method": "ωB97M-V with the def2-TZVPD basis set",
  "homo_ev": -9.14,
  "total_charge": 0,
  "species": ["O", "C", "S", "S", "H", "H"],
  "coordinates": [[0.54992, -1.39739, -0.52613], [-0.03877, -0.22878, -0.03868], [-1.57019, -0.14513, 0.09070], [1.19222, 0.87509, 0.17624], [1.39075, -0.98896, -0.81634], [0.49008, 1.86134, 0.98645]],
  "forces_ev_per_angstrom": [[0.52, 1.72, -0.09], [1.07, -2.79, -1.08], [-3.57, 0.47, 0.76], [0.71, 3.77, 2.17], [0.25, -1.61, -0.29], [1.01, -1.56, -1.48]],
  "lowdin_charge": [-0.1242, -1.4535, 0.7511, 0.8031, 0.0353, -0.0119]
}



No. 2
{
  "formula": "CH2OS3",
  "method": "ωB97M-V with the def2-TZVPD basis set",
  "homo_ev": -8.48,
  "total_charge": 0,
  "species": ["C", "S", "O", "S", "S", "H", "H"],
  "coordinates": [[-0.39557, -0.10934, 0.06309], [-1.38690, -1.56089, 0.28139], [-2.68486, -1.01852, -0.50790], [-3.51212, 0.40502, 0.04490], [-1.67597, 1.41201, 0.10688], [0.15439, -0.15683, 0.89622], [0.00832, 0.06848, -0.93593]],
  "forces_ev_per_angstrom": [[-4.08, 0.96, -2.94], [-0.07, 0.16, 0.33], [-1.85, -0.10, -1.21], [1.91, -1.10, 0.31], [0.89, -0.25, 0.18], [2.82, 0.68, 2.82], [0.38, -0.35, 0.51]],
  "lowdin_charge": [-0.6786, 0.8175, -1.0415, 0.5002, 0.3971, -0.0328, 0.0380]
}



No. 3
{
  "formula": "CH2P2S3",
  "method": "ωB97M-V with the def2-TZVPD basis set",
  "homo_ev": -8.80,
  "total_charge": 0,
  "species": ["C", "P", "S", "S", "P", "S", "H", "H"],
  "coordinates": [[1.59118, -0.07515, 0.31306], [1.05220, -1.65617, 0.43009], [-0.81655, -1.52503, -0.39515], [-0.98358, 0.03559, -1.63500], [-2.11132, 1.49732, -0.52224], [-2.13596, 0.87248, 1.32544], [0.98448, 0.49553, -0.37974], [2.41955, 0.35545, 0.86354]],
  "forces_ev_per_angstrom": [[-0.52, -1.23, 0.01], [1.44, 1.26, 0.95], [-1.18, -1.32, -0.55], [-0.42, 0.80, -0.42], [0.34, -0.78, 1.45], [-0.15, 0.70, -1.40], [0.35, 0.77, 0.36], [0.13, -0.21, -0.40]],
  "lowdin_charge": [-0.4477, 0.5067, -0.0418, -0.0121, 0.0851, 0.0269, -0.1096, -0.0075]
}



No. 4
{
  "formula": "CH2S2",
  "method": "ωB97M-V with the def2-TZVPD basis set",
  "homo_ev": [-8.72, -8.23],
  "total_charge": 0,
  "species": ["C", "S", "S", "H", "H"],
  "coordinates": [[-0.03082, 0.09477, 0.32310], [-1.33395, -0.83502, -0.25363], [-1.29206, 1.25969, 0.01784], [0.66388, -0.14595, 1.20883], [1.99295, -0.37349, -1.29615]],
  "forces_ev_per_angstrom": [[1.84, -0.40, 1.19], [-0.48, -0.22, -0.17], [0.36, -0.24, 0.23], [-1.43, 0.74, -1.48], [-0.28, 0.12, 0.22]],
  "lowdin_charge": [-1.0543, 0.4524, 0.4633, 0.0465, 0.0921]
}



No. 5
{
  "formula": "CH30F3NaO18S",
  "method": "ωB97M-V with the def2-TZVPD basis set",
  "homo_ev": -7.90,
  "total_charge": 0,
  "species": ["Na", "C", "F", "F", "F", "S", "O", "O", "O", "O", "H", "H", "O", "H", "H", "O", "H", "H", "O", "H", "H", "O", "H", "H", "O", "H", "H", "O", "H", "H", "O", "H", "H", "O", "H", "H", "O", "H", "H", "O", "H", "H", "O", "H", "H", "O", "H", "H", "O", "H", "H", "O", "H", "H"],
  "coordinates": [[4.41614, -4.79985, 2.88638], [-0.24103, 0.28283, -0.44377], [1.00559, 0.02154, -0.89745], [-0.62866, 1.43005, -1.01940], [-1.09411, -0.71591, -0.80329], [-0.15183, 0.32260, 1.50817], [0.52261, 1.59159, 1.75390], [-1.46951, 0.24587, 2.15046], [0.74977, -0.80913, 1.83103], [-3.62679, 5.42377, -3.44238], [-4.51508, 5.76865, -3.53305], [-3.73269, 4.47345, -3.48603], [-4.53041, -5.38957, -1.00545], [-4.31654, -5.17075, -0.09847], [-4.86561, -6.28518, -0.96361], [-4.16574, -3.95761, 3.06256], [-3.76341, -3.10400, 3.22291], [-4.69224, -4.12539, 3.84414], [2.14976, 5.97807, -4.57024], [2.00581, 5.03906, -4.45284], [2.60658, 6.04787, -5.40849], [5.16106, -3.49250, -0.85673], [4.67015, -3.35905, -1.66756], [6.01673, -3.09858, -1.02665], [0.61414, -6.01988, 4.01289], [-0.26620, -6.39544, 4.02695], [0.52594, -5.18429, 4.47141], [1.61447, 5.53733, 5.06239], [1.09274, 5.67849, 5.85239], [1.37010, 4.66027, 4.76694], [2.99213, 1.65427, -5.74337], [2.23151, 1.84047, -6.29384], [3.72874, 2.04848, -6.21052], [-1.38120, -3.38730, -6.16082], [-2.22633, -2.97357, -5.98534], [-1.03338, -2.91200, -6.91536], [4.16522, -2.86884, -5.39731], [4.84809, -2.96349, -6.06136], [3.94766, -1.93675, -5.40796], [-4.62864, -0.00530, 6.62404], [-4.12958, 0.43072, 7.31473], [-4.00925, -0.09356, 5.89960], [-4.14088, 4.21003, 3.78689], [-4.72755, 4.06785, 4.52975], [-3.82056, 3.33615, 3.56338], [5.12599, 1.83220, 1.79123], [4.27219, 1.65304, 2.18513], [5.59767, 2.33179, 2.45768], [0.68301, -5.42690, -1.33027], [0.07930, -4.69033, -1.42631], [0.52601, -5.75186, -0.44371], [-0.37244, 6.65580, 1.35372], [-0.74733, 5.79387, 1.53475], [0.55777, 6.56072, 1.55842]],
  "forces_ev_per_angstrom": [[-0.26, 0.19, -0.32], [-0.01, -0.36, 1.40], [-0.88, -0.14, 0.04], [-0.12, -0.60, 0.36], [0.70, 0.67, -0.27], [1.49, 0.18, 1.75], [-0.39, -0.05, -0.63], [0.61, -0.31, -1.49], [-1.29, 0.44, -0.91], [0.16, 0.13, -0.06], [-0.20, 0.13, 0.01], [0.04, -0.26, 0.05], [0.04, 0.06, -0.22], [0.05, 0.18, 0.30], [-0.09, -0.21, -0.03], [0.07, -0.29, -0.13], [0.16, 0.33, -0.09], [-0.19, -0.04, 0.16], [-0.02, 0.19, 0.05], [-0.08, -0.27, 0.15], [0.11, 0.07, -0.19], [0.09, -0.26, 0.49], [-0.31, 0.02, -0.25], [0.18, 0.15, -0.07], [0.52, -0.04, -0.06], [-0.24, -0.13, -0.07], [-0.17, 0.27, 0.09], [0.24, 0.14, -0.02], [-0.15, 0.09, 0.16], [-0.09, -0.26, -0.19], [0.05, -0.14, 0.17], [-0.26, 0.01, -0.10], [0.22, 0.11, -0.08], [0.09, -0.18, 0.06], [-0.23, 0.08, 0.12], [0.13, 0.10, -0.17], [0.01, -0.20, 0.18], [0.16, -0.07, -0.17], [-0.16, 0.31, 0.04], [-0.23, -0.11, 0.04], [0.10, 0.12, 0.18], [0.16, 0.00, -0.27], [0.02, 0.23, -0.02], [-0.16, -0.01, 0.17], [0.17, -0.26, -0.17], [0.27, -0.17, -0.12], [-0.44, -0.03, -0.03], [0.11, 0.18, 0.12], [0.31, -0.19, -0.05], [-0.18, 0.27, -0.10], [-0.12, -0.06, 0.18], [-0.10, 0.27, -0.07], [-0.13, -0.26, 0.02], [0.23, -0.03, 0.06]],
  "lowdin_charge": [0.9657, -0.6021, 0.0941, 0.1166, 0.0804, 0.4757, -0.3763, -0.3736, -0.4040, -0.0518, 0.0250, 0.0268, -0.0519, 0.0218, 0.0257, -0.0533, 0.0311, 0.0268, -0.0487, 0.0250, 0.0220, -0.0587, 0.0387, 0.0310, -0.0598, 0.0383, 0.0317, -0.0551, 0.0269, 0.0292, -0.0509, 0.0288, 0.0260, -0.0532, 0.0283, 0.0249, -0.0523, 0.0261, 0.0262, -0.0554, 0.0281, 0.0273, -0.0521, 0.0234, 0.0282, -0.0558, 0.0307, 0.0241, -0.0527, 0.0357, 0.0192, -0.0553, 0.0283, 0.0252]
}